Entry 1:
Formula: C34H35ClFNO6P2SiSn
Source: the Open Molecules 2025 dataset
Level of theory: the ωB97M-V functional and the def2-TZVPD basis

Cartesian coordinates (Å):
Sn -1.439 -1.939 0.665
C 1.661 -3.960 1.526
Si 1.933 -2.634 2.783
C 2.007 -3.447 4.470
C 3.464 -1.639 2.399
N 0.509 -1.526 2.935
C 0.322 -0.554 3.738
C 1.290 -0.114 4.751
C 0.969 0.840 5.652
C -0.310 1.457 5.602
C -1.280 1.124 4.657
C -0.974 0.155 3.750
F -1.857 -0.168 2.843
H 2.536 -4.617 1.534
H 1.550 -3.562 0.521
H 0.785 -4.562 1.775
H 2.890 -4.089 4.465
H 1.123 -4.068 4.627
H 2.092 -2.733 5.292
H 4.303 -2.335 2.354
H 3.705 -0.869 3.133
H 3.368 -1.164 1.417
H 2.255 -0.598 4.775
H 1.677 1.137 6.414
H -0.546 2.227 6.329
H -2.246 1.609 4.634
O 0.602 -1.311 -0.438
P 0.900 -0.335 -1.565
C 0.422 1.341 -1.052
P -1.382 1.410 -0.798
O -1.913 0.054 -0.389
C -2.129 1.980 -2.308
C -1.773 3.214 -2.852
C -2.366 3.637 -4.028
C -3.317 2.834 -4.651
C -3.681 1.614 -4.101
C -3.089 1.180 -2.923
C -1.666 2.607 0.513
C -0.722 3.546 0.923
C -1.024 4.422 1.958
C -2.267 4.366 2.574
C -3.216 3.437 2.160
C -2.919 2.557 1.131
C 2.648 -0.307 -1.934
C 3.199 -1.513 -2.378
C 4.559 -1.598 -2.617
C 5.369 -0.485 -2.416
C 4.824 0.713 -1.978
C 3.460 0.807 -1.737
C 0.009 -0.705 -3.068
C -0.817 -1.821 -3.161
C -1.509 -2.076 -4.335
C -1.369 -1.216 -5.416
C -0.528 -0.112 -5.335
C 0.167 0.143 -4.166
H 0.739 2.085 -1.785
H 0.921 1.531 -0.099
H -1.049 3.850 -2.352
H -2.101 4.594 -4.458
H -3.786 3.172 -5.566
H -4.427 1.000 -4.588
H -3.363 0.231 -2.481
H 0.240 3.618 0.431
H -0.295 5.158 2.271
H -2.506 5.065 3.366
H -4.195 3.415 2.623
H -3.657 1.836 0.798
H 2.561 -2.376 -2.535
H 4.990 -2.526 -2.969
H 6.432 -0.552 -2.609
H 5.459 1.575 -1.826
H 3.040 1.745 -1.397
H -0.905 -2.509 -2.329
H -2.149 -2.945 -4.409
H -1.907 -1.417 -6.334
H -0.409 0.543 -6.189
H 0.842 0.991 -4.112
O -1.551 -4.431 1.725
Cl -2.981 -4.137 1.601
O -3.804 -5.206 1.984
O -3.211 -2.922 2.391
O -3.184 -3.740 0.195

Properties
HOMO = -0.5191 Eh
net charge = +2

---

Entry 2:
Formula: C34H35ClN5O5PPdS4
Source: the Open Molecules 2025 dataset
Level of theory: the ωB97M-V functional and the def2-TZVPD basis

Cartesian coordinates (Å):
Pd -0.411 0.037 0.084
C -1.469 1.672 -4.702
C -0.635 0.578 -4.042
C 0.188 -0.203 -5.066
C -1.525 -0.323 -3.178
C -2.432 -1.309 -3.937
O -1.965 -2.614 -3.533
C -1.005 -2.395 -2.597
N -0.697 -1.197 -2.337
C -0.415 -3.623 -2.013
C -0.601 -4.816 -2.716
C -0.047 -6.000 -2.269
C 0.710 -6.009 -1.106
C 0.888 -4.835 -0.396
C 0.321 -3.635 -0.822
P 0.709 -2.147 0.189
C 2.492 -2.084 -0.188
C 2.808 -1.797 -1.516
C 4.129 -1.767 -1.926
C 5.144 -2.022 -1.013
C 4.833 -2.299 0.309
C 3.509 -2.328 0.726
C 0.519 -2.667 1.917
C -0.332 -3.705 2.290
C -0.562 -3.969 3.633
C 0.046 -3.197 4.611
C 0.866 -2.137 4.244
C 1.089 -1.860 2.906
H -0.831 2.371 -5.245
H -2.053 2.233 -3.967
H -2.173 1.244 -5.423
H 0.083 1.027 -3.346
H -0.439 -0.673 -5.826
H 0.779 -0.980 -4.576
H 0.882 0.466 -5.578
H -2.124 0.315 -2.523
H -2.352 -1.235 -5.020
H -3.480 -1.227 -3.652
H -1.176 -4.795 -3.631
H -0.199 -6.913 -2.830
H 1.159 -6.928 -0.751
H 1.474 -4.849 0.515
H 2.011 -1.583 -2.221
H 4.368 -1.526 -2.954
H 6.179 -1.991 -1.330
H 5.624 -2.493 1.022
H 3.276 -2.539 1.762
H -0.829 -4.301 1.535
H -1.223 -4.779 3.913
H -0.133 -3.406 5.657
H 1.325 -1.519 5.005
H 1.693 -1.006 2.623
O 1.214 1.018 -1.340
Cl 2.160 1.515 -0.310
O 1.945 2.921 -0.119
O 3.502 1.248 -0.703
O 1.820 0.782 0.915
S -6.231 3.372 1.332
C -5.137 2.272 0.774
S -4.461 1.006 1.755
C -3.561 0.401 0.394
N -3.744 1.075 -0.684
N -4.597 2.133 -0.472
C -4.932 2.886 -1.638
C -5.061 4.264 -1.581
C -5.387 4.962 -2.736
C -5.571 4.294 -3.938
C -5.424 2.914 -3.986
C -5.103 2.207 -2.838
S -2.495 -0.966 0.509
H -4.905 4.785 -0.648
H -5.495 6.038 -2.691
H -5.832 4.845 -4.833
H -5.567 2.384 -4.919
H -4.982 1.132 -2.862
C 0.075 5.464 -1.030
N -0.445 4.620 0.035
C -0.944 3.396 -0.170
N -1.392 3.095 -1.396
S -1.111 2.324 1.142
H -0.681 5.628 -1.797
H 0.972 5.025 -1.474
H 0.324 6.433 -0.607
H -0.002 4.712 0.936
H -1.089 3.619 -2.199
H -1.704 2.147 -1.555

Properties
HOMO (spin up / spin down) = -0.2694 / -0.2883 Eh
net charge = 0
2S+1 = 3
relative energy (zero: lowest compared OMol25 entry of this formula, charge and spin) = 0.00 kJ/mol

---

Entry 3:
Formula: C34H35F3N4NbO11
Source: the Open Molecules 2025 dataset
Level of theory: the ωB97M-V functional and the def2-TZVPD basis

Cartesian coordinates (Å):
C 0.792 -4.228 -1.854
C 0.996 -2.734 -2.126
C 0.060 -1.835 -1.535
C 0.238 -0.455 -1.759
C 1.314 0.047 -2.531
C 2.233 -0.835 -3.106
C 2.058 -2.217 -2.894
C 3.084 -3.172 -3.483
Nb 5.029 -3.232 -2.330
O 4.624 -5.062 -1.478
O 6.860 -3.238 -1.381
C 4.117 -2.248 -0.461
O 4.478 -0.813 -0.434
C 4.853 -0.391 0.768
F 3.919 -0.639 1.721
F 6.062 -0.858 1.158
F 4.990 0.971 0.726
H -0.278 -4.453 -1.699
H 1.347 -4.537 -0.946
H 1.103 -4.852 -2.710
H -0.759 -2.217 -0.908
H -0.514 0.199 -1.258
H 1.464 1.118 -2.699
H 3.103 -0.519 -3.692
H 3.334 -2.894 -4.530
H 2.717 -4.214 -3.547
H 5.436 -1.569 -2.996
H 5.834 -4.005 -3.789
H 4.474 -4.875 -0.537
H 7.365 -2.463 -1.676
H 4.638 -2.711 0.408
H 3.036 -2.425 -0.299
C -2.647 1.856 4.461
C -2.504 2.769 3.425
C -2.323 2.322 2.125
C -2.294 0.960 1.878
C -2.428 0.038 2.903
C -2.605 0.492 4.201
N -2.131 0.483 0.499
O -2.002 1.321 -0.379
O -2.141 -0.715 0.314
H -2.794 2.208 5.475
H -2.536 3.831 3.630
H -2.212 3.040 1.324
H -2.400 -1.025 2.705
H -2.714 -0.219 5.010
C -0.603 -4.791 5.127
C -1.360 -5.823 4.587
C -1.695 -5.807 3.241
C -1.262 -4.756 2.450
C -0.512 -3.718 2.978
C -0.183 -3.738 4.325
N -1.591 -4.743 1.020
O -2.268 -5.657 0.582
O -1.164 -3.818 0.362
H -0.338 -4.809 6.177
H -1.687 -6.641 5.215
H -2.284 -6.612 2.826
H -0.179 -2.897 2.356
H 0.406 -2.934 4.748
C 3.380 4.976 1.484
C 3.265 3.812 0.735
C 2.230 3.674 -0.176
C 1.321 4.710 -0.330
C 1.420 5.873 0.416
C 2.456 6.003 1.328
N 0.240 4.570 -1.314
O 0.185 3.527 -1.927
O -0.532 5.505 -1.455
H 4.193 5.083 2.192
H 3.984 3.012 0.859
H 2.146 2.764 -0.757
H 0.706 6.676 0.297
H 2.547 6.908 1.916
C -5.672 2.957 -4.170
C -4.894 2.393 -3.168
C -4.769 3.033 -1.945
C -5.430 4.234 -1.740
C -6.202 4.811 -2.734
C -6.321 4.167 -3.955
N -5.315 4.900 -0.437
O -4.614 4.367 0.401
O -5.927 5.938 -0.269
H -5.772 2.453 -5.123
H -4.387 1.452 -3.338
H -4.161 2.588 -1.169
H -6.711 5.750 -2.571
H -6.924 4.606 -4.740

Properties
HOMO = -0.1673 Eh
net charge = -1

---

Entry 4:
Formula: C34H35N2O5RuS
Source: the Open Molecules 2025 dataset
Level of theory: the ωB97M-V functional and the def2-TZVPD basis

Cartesian coordinates (Å):
Ru -0.271 -0.557 -0.436
C 9.381 -1.462 -3.038
C 9.689 -0.730 -1.745
O 9.962 -1.386 -0.692
S 8.846 0.887 -1.630
C 7.121 0.550 -1.327
C 6.160 1.507 -1.658
C 4.812 1.275 -1.443
C 4.364 0.068 -0.896
C 5.330 -0.888 -0.567
C 6.682 -0.655 -0.775
C 2.960 -0.169 -0.692
C 1.770 -0.367 -0.528
H 10.141 -2.233 -3.195
H 9.369 -0.786 -3.895
H 8.405 -1.975 -3.000
H 6.480 2.444 -2.102
H 4.080 2.029 -1.710
H 5.005 -1.828 -0.135
H 7.420 -1.401 -0.504
C -4.106 3.342 3.473
O -3.016 2.486 3.721
C -3.257 1.131 3.648
C -4.515 0.575 3.523
C -4.658 -0.811 3.464
C -3.536 -1.614 3.544
C -2.271 -1.058 3.684
C -2.107 0.321 3.732
N -0.885 0.962 3.883
C 0.348 0.388 4.159
C 0.941 -0.760 3.575
C 1.969 -1.408 4.302
C 2.612 -2.526 3.823
C 2.243 -3.044 2.580
C 1.269 -2.419 1.822
C 0.631 -1.262 2.273
O -0.261 -0.601 1.547
H -3.713 4.356 3.497
H -4.882 3.239 4.238
H -4.547 3.147 2.490
H -5.390 1.207 3.447
H -5.642 -1.243 3.334
H -3.631 -2.690 3.479
H -1.403 -1.697 3.732
H -0.981 1.925 4.160
H 0.891 0.874 4.963
H 2.239 -1.001 5.271
H 3.399 -2.993 4.402
H 2.742 -3.921 2.187
H 1.017 -2.780 0.833
C -0.840 0.467 -2.841
C -2.292 0.794 -2.642
C -2.995 1.451 -3.633
C -4.337 1.788 -3.471
C -4.995 1.438 -2.290
C -4.345 0.751 -1.286
C -5.050 0.364 -0.023
C -2.948 0.401 -1.415
N -2.362 -0.256 -0.422
H -0.514 0.683 -3.859
H -0.638 -0.605 -2.690
H -0.191 1.067 -2.189
H -2.484 1.717 -4.554
H -4.866 2.314 -4.257
H -6.042 1.698 -2.163
H -6.116 0.599 -0.082
H -4.617 0.872 0.840
H -4.910 -0.699 0.178
C -0.844 3.635 1.420
C -1.227 2.335 0.745
O -0.076 1.709 0.170
H -1.732 4.143 1.800
H -0.337 4.294 0.713
H -0.173 3.451 2.263
H -1.912 2.511 -0.083
H -1.710 1.640 1.436
H 0.510 1.412 0.884
O -0.441 -2.188 -0.950

Properties
HOMO (spin up / spin down) = 0.0180 / -0.0703 Eh
net charge = -2
2S+1 = 6
relative energy (zero: lowest compared OMol25 entry of this formula, charge and spin) = 120.74 kJ/mol

---

Entry 5:
Formula: C34H36N2O4SSn
Source: the Open Molecules 2025 dataset
Level of theory: the ωB97M-V functional and the def2-TZVPD basis

Cartesian coordinates (Å):
Sn -5.284 -21.017 -0.686
C -6.952 -14.476 -2.145
C -7.402 -15.933 -2.000
C -8.865 -16.087 -2.487
O -6.547 -16.711 -2.820
C -6.562 -17.999 -2.289
C -6.716 -17.778 -0.729
O -7.255 -16.478 -0.678
C -5.664 -17.985 0.400
O -5.248 -19.344 0.434
C -4.444 -17.103 0.398
C -4.521 -15.711 0.287
C -3.352 -14.920 0.316
C -2.145 -15.511 0.431
C -2.058 -16.926 0.500
C -3.192 -17.706 0.483
C -6.363 -17.717 1.736
C -7.701 -17.529 1.888
C -8.264 -17.346 3.160
C -7.427 -17.347 4.233
C -6.002 -17.474 4.122
C -5.511 -17.692 2.867
C -5.549 -18.889 -2.975
O -5.746 -20.212 -2.478
C -4.076 -18.448 -2.784
C -3.582 -17.125 -3.005
C -2.224 -16.785 -2.895
C -1.319 -17.808 -2.570
C -1.777 -19.132 -2.451
C -3.117 -19.448 -2.565
C -5.838 -18.943 -4.545
C -7.123 -19.468 -4.842
C -7.542 -19.669 -6.126
C -6.702 -19.319 -7.162
C -5.444 -18.830 -6.920
C -5.009 -18.637 -5.606
H -6.860 -14.334 -3.256
H -6.004 -14.290 -1.626
H -7.697 -13.797 -1.686
H -8.994 -15.664 -3.481
H -9.578 -15.537 -1.828
H -9.099 -17.166 -2.474
H -7.525 -18.405 -2.605
H -7.499 -18.492 -0.431
H -5.575 -15.365 0.418
H -3.442 -13.850 0.234
H -1.187 -14.931 0.394
H -1.087 -17.408 0.536
H -3.122 -18.789 0.515
H -8.368 -17.475 1.091
H -9.341 -17.341 3.254
H -7.849 -17.162 5.198
H -5.320 -17.471 4.949
H -4.427 -17.774 2.676
H -4.411 -16.445 -3.202
H -1.878 -15.756 -3.045
H -0.232 -17.598 -2.439
H -1.033 -19.888 -2.184
H -3.410 -20.497 -2.487
H -7.835 -19.800 -4.070
H -8.504 -20.051 -6.351
H -6.936 -19.464 -8.206
H -4.760 -18.650 -7.786
H -4.047 -18.288 -5.435
C -5.995 -21.277 3.099
N -6.804 -22.096 2.099
C -7.879 -21.588 1.384
S -8.113 -21.755 -0.298
N -8.883 -20.960 2.042
C -9.254 -21.283 3.407
H -5.319 -22.050 3.569
H -6.670 -20.941 3.841
H -5.393 -20.490 2.595
H -6.176 -22.530 1.449
H -9.528 -20.635 1.347
H -9.110 -20.495 4.132
H -8.627 -22.081 3.834
H -10.275 -21.710 3.434

Properties
HOMO = -0.3023 Eh
net charge = 0
relative energy (zero: lowest compared OMol25 entry of this formula, charge and spin) = 58.07 kJ/mol

---

Entry 6:
Formula: C34H36NO
Source: the Open Molecules 2025 dataset
Level of theory: the ωB97M-V functional and the def2-TZVPD basis

Cartesian coordinates (Å):
C 5.061 -3.452 -3.432
O 4.715 -2.051 -3.364
C 3.594 -1.640 -2.718
C 3.203 -0.295 -2.950
C 1.926 0.094 -2.654
C 1.019 -0.777 -1.978
C -0.336 -0.354 -1.787
C -1.495 -1.065 -2.251
C -2.651 -0.337 -2.689
C -3.776 -0.967 -3.175
C -3.814 -2.356 -3.317
C -5.064 -2.981 -3.866
C -2.712 -3.109 -2.870
C -1.574 -2.488 -2.358
C 1.515 -2.034 -1.550
C 2.770 -2.470 -1.917
H 5.971 -3.461 -4.037
H 5.268 -3.838 -2.428
H 4.279 -4.041 -3.926
H 3.925 0.376 -3.414
H 1.586 1.094 -2.948
H -0.422 0.726 -1.659
H -2.632 0.752 -2.637
H -4.654 -0.377 -3.443
H -4.967 -4.063 -3.986
H -5.902 -2.792 -3.181
H -5.351 -2.544 -4.834
H -2.745 -4.201 -2.925
H -0.723 -3.082 -2.037
H 0.883 -2.637 -0.905
H 3.113 -3.465 -1.617
C -4.475 2.464 0.698
C -3.628 1.957 -0.294
C -2.607 1.097 0.082
C -2.315 0.793 1.419
C -1.056 0.102 1.714
C 0.156 0.759 1.885
N 0.956 0.553 2.995
C 0.381 -0.239 4.081
C 1.374 -0.611 5.185
C 2.302 0.532 5.595
C 2.914 1.205 4.378
C 1.815 1.663 3.437
C 0.678 1.708 0.868
C -0.081 2.803 0.437
C 0.457 3.732 -0.453
C 1.760 3.573 -0.935
C 2.530 2.487 -0.507
C 1.997 1.558 0.378
C -3.280 1.181 2.388
C -4.328 2.028 2.024
H -5.252 3.182 0.421
H -3.747 2.244 -1.341
H -1.975 0.627 -0.652
H -1.153 -0.943 2.044
H -0.456 0.318 4.547
H -0.027 -1.166 3.664
H 0.781 -0.947 6.042
H 1.970 -1.468 4.850
H 1.736 1.273 6.170
H 3.092 0.145 6.242
H 3.492 2.091 4.660
H 3.596 0.518 3.865
H 2.295 2.157 2.586
H 1.193 2.423 3.953
H -1.089 2.941 0.832
H -0.150 4.582 -0.770
H 2.178 4.279 -1.648
H 3.541 2.343 -0.882
H 2.589 0.696 0.699
H -3.138 0.833 3.416
H -5.038 2.363 2.785

Properties
HOMO = -0.3487 Eh
net charge = +1
relative energy (zero: lowest compared OMol25 entry of this formula, charge and spin) = 235.31 kJ/mol